Entry 1:
C3H9NS2 in the gas phase. Source: OMol25; level of theory: wB97M-V/def2-TZVPD.

Summary:
Kohn-Sham gap = 9.61 eV
Multiplicity = 1
HOMO = -8.874 eV
E_LUMO = 0.7 eV
Charge = 0
SMILES string = CSSCCN

```
15
Properties=species:S:1:pos:R:3:lowdin_charge:R:1
C -2.4625 0.1090 -0.5946 -0.460
S -1.2236 -1.1936 -0.8766 0.440
S -0.5372 -1.6198 1.0031 0.489
C 0.8194 -0.4473 1.3234 -0.553
C 1.1839 0.5368 0.2269 -0.362
N 1.8723 -0.1378 -0.8957 -0.019
H -3.4172 -0.1691 -1.0146 0.018
H -2.5585 0.2795 0.4700 0.019
H -2.1196 1.0466 -1.0496 0.026
H 1.7161 -1.0386 1.5249 0.066
H 0.5702 0.0981 2.2271 0.059
H 1.8664 1.2802 0.6404 0.109
H 0.2932 1.0535 -0.1381 0.079
H 2.7143 0.3724 -1.1262 0.057
H 1.2827 -0.1700 -1.7205 0.031
```


Entry 2:
C3H7NS2 in the gas phase. Source: OMol25; level of theory: wB97M-V/def2-TZVPD.

Summary:
Kohn-Sham gap = 8.75 eV
Multiplicity = 1
HOMO = -8.069 eV
E_LUMO = 0.7 eV
Charge = 0
SMILES string = NC1CSSC1

```
13
Properties=species:S:1:pos:R:3:lowdin_charge:R:1
N -0.3356 1.1670 0.9842 0.010
C -0.5396 0.2769 -0.1554 -0.504
C 0.6444 0.5723 -1.1362 -0.487
S 2.0132 -0.6257 -0.8932 0.479
S 1.2328 -1.5597 0.8075 0.485
C -0.4709 -1.1619 0.3491 -0.537
H -1.0753 0.9949 1.6612 0.077
H 0.5698 1.0209 1.3767 0.041
H -1.5112 0.4449 -0.5991 0.132
H 0.3283 0.4487 -2.1840 0.066
H 1.0421 1.6214 -0.9985 0.087
H -1.1389 -1.3360 1.2090 0.086
H -0.7591 -1.8638 -0.4215 0.064
```